This record from OMol25 describes an isolated ion of composition H2O5P2 and charge -2. The level of theory is ωB97M-V/def2-TZVPD.

Geometry (Å):
P: -1.113 0.044 1.315
O: -1.648 0.873 -0.071
O: -1.849 -1.278 1.449
H: -1.054 1.539 -0.282
O: 0.975 1.358 -0.465
O: 2.106 -0.444 1.045
H: 0.472 -0.907 -1.884
P: 0.944 -0.045 0.201
O: 1.168 -1.140 -1.308

Results
HOMO ... 1.15 eV
Charge ... -2
Energy ... -28849.964 eV
Gap between HOMO and LUMO ... 5.98 eV

This record from OMol25 describes H2O5PS3 as an isolated structure. The level of theory is ωB97M-V/def2-TZVPD.

Geometry (Å):
S: -2.737 1.369 -0.750
S: 2.679 0.121 -1.463
O: 0.091 0.890 -0.646
O: -1.155 -0.077 1.281
O: -1.181 -1.250 -0.907
P: -1.242 0.189 -0.306
H: -0.255 -1.367 -0.550
S: 1.455 0.206 0.017
O: 0.947 -1.087 0.440
H: -0.335 -0.094 1.756
O: 1.732 1.100 1.127

Results
HOMO ... -5.56 eV
Charge ... -1
Energy ... -52069.354 eV
Gap between HOMO and LUMO ... 8.79 eV

This record from OMol25 describes H2OSn as an isolated structure. The level of theory is ωB97M-V/def2-TZVPD.

Geometry (Å):
O: -0.287 0.157 0.813
Sn: 1.621 0.060 -3.156
H: -0.301 -0.764 1.073
H: -1.033 0.547 1.270

Results
HOMO ... -18.36 eV
Charge ... +2
Energy ... -7887.936 eV
Gap between HOMO and LUMO ... 4.05 eV

This record from OMol25 describes H2P2S as an isolated structure. The level of theory is ωB97M-V/def2-TZVPD.

Geometry (Å):
P: 1.726 -0.407 0.140
S: -1.733 -0.743 0.146
H: 1.284 -1.658 -0.229
H: -1.042 2.212 -0.142
P: -0.236 0.596 0.085

Results
HOMO (alpha / beta) ... -8.34 / -8.40 eV
Charge ... 0
Energy ... -29441.912 eV
Gap between HOMO and LUMO (alpha / beta) ... 6.42 / 6.51 eV

This record from OMol25 describes a 2-piece molecular cluster, H2S overall. The level of theory is ωB97M-V/def2-TZVPD.

Geometry (Å):
H: 0.404 0.536 -1.010
S: -0.468 -0.660 1.475
H: 0.064 0.123 -0.466

Results
HOMO (alpha / beta) ... -2.68 / -2.24 eV
Charge ... -1
Energy ... -10866.358 eV
Gap between HOMO and LUMO (alpha / beta) ... 7.89 / 6.64 eV
2S+1 ... 2

This record from OMol25 describes H2S2 as an isolated structure. The level of theory is ωB97M-V/def2-TZVPD.

Geometry (Å):
S: 1.333 -0.017 0.251
H: -0.964 -0.115 1.416
H: 0.604 -0.393 -1.471
S: -0.973 0.525 -0.195

Results
HOMO ... -9.10 eV
Charge ... 0
Energy ... -21698.339 eV
Gap between HOMO and LUMO ... 7.77 eV

This record from OMol25 describes one molecule with the formula H2S3. The level of theory is ωB97M-V/def2-TZVPD.

Geometry (Å):
H: -0.266 -0.015 0.776
S: 1.133 0.818 -0.185
S: 2.006 -0.859 -0.167
S: -1.041 -0.513 -0.199
H: -1.831 0.570 -0.225

Results
HOMO ... -7.90 eV
Charge ... 0
Energy ... -32535.705 eV
Gap between HOMO and LUMO ... 5.96 eV

This record from OMol25 describes H30KrO15 as an isolated structure. The level of theory is ωB97M-V/def2-TZVPD.

Geometry (Å):
H: 0.527 -3.271 1.655
H: -3.523 1.623 -0.816
H: 0.217 -1.933 -3.243
H: 2.512 -1.905 -1.249
H: -2.010 -2.477 1.801
H: 2.059 3.124 -0.970
O: -3.720 1.981 -1.681
H: -0.175 3.196 1.710
H: 2.852 -3.380 -1.288
O: 1.373 -3.630 1.388
H: -2.044 0.551 2.263
H: 2.343 -1.155 3.400
O: 2.170 -0.837 2.514
O: -1.214 1.885 -2.773
O: 1.343 2.124 2.008
O: 2.632 2.613 -0.398
O: 2.143 -2.772 -1.078
H: 0.521 0.113 -4.516
H: 1.498 -3.311 0.494
H: 1.928 2.189 1.253
H: -2.932 1.810 -2.197
Kr: -0.188 -0.130 -0.053
O: -1.270 -3.016 2.080
H: -0.947 0.966 -2.783
H: 3.511 2.948 -0.577
H: -4.306 -1.674 0.823
O: -0.074 -2.811 -2.996
H: 0.558 -3.097 -2.337
O: -3.391 -1.526 1.061
H: -1.460 2.073 -3.678
O: 0.773 -0.205 -3.649
H: 4.495 -0.209 -1.704
H: 1.327 1.190 2.219
O: -2.815 1.687 1.063
O: -1.012 3.658 1.750
H: -2.114 2.306 1.263
H: 1.730 -0.195 -3.659
H: -3.621 2.186 1.195
H: -1.515 -3.907 1.828
H: 3.442 0.691 -1.094
O: -1.689 0.071 3.011
H: 2.034 -1.631 1.996
H: -3.216 -0.624 0.791
H: -0.959 4.183 2.549
O: 3.783 -0.202 -1.064
H: -1.577 0.734 3.692

Results
HOMO ... -10.27 eV
Charge ... 0
Energy ... -106130.647 eV
Gap between HOMO and LUMO ... 9.74 eV

This record from OMol25 describes a 13-piece molecular cluster, H30N3O13S overall. The level of theory is ωB97M-V/def2-TZVPD.

Geometry (Å):
H: -5.806 3.959 0.160
N: 5.950 -3.171 2.179
H: -3.019 3.842 4.044
O: 3.657 1.709 -5.222
H: 6.389 -3.799 1.520
O: -0.644 -4.786 1.801
H: 5.683 2.307 -0.702
N: -4.050 -1.558 4.021
H: 2.295 4.455 2.133
H: -1.230 0.192 -1.178
O: 5.585 1.360 -0.805
H: -0.785 -1.082 -5.983
H: 2.234 5.120 0.774
H: 5.151 -2.699 1.779
H: -1.687 3.603 3.365
H: 3.352 2.534 -5.601
H: 0.356 -0.244 -0.963
H: -3.532 -1.484 4.884
H: -4.928 -2.051 4.100
S: 0.379 -4.885 0.772
H: -0.065 1.290 -0.794
H: -4.265 -0.640 3.658
H: 0.999 -1.317 5.377
O: -2.549 3.209 3.501
O: -5.285 -1.467 -0.628
H: 5.718 -3.783 2.948
O: 1.787 -1.199 4.848
N: -0.268 0.459 -1.331
O: 1.728 4.568 1.371
H: -5.693 -0.991 -1.352
H: -1.412 4.325 -5.374
O: -5.563 4.250 -0.719
H: -3.349 -1.917 3.389
O: 0.132 -1.341 -5.893
O: 1.130 -3.623 0.622
H: 6.532 -2.417 2.514
O: -2.073 3.993 -4.767
H: 5.760 1.200 -1.733
H: -2.803 3.729 -5.327
H: 0.008 0.446 -2.303
O: -0.269 -5.177 -0.464
H: 1.509 -1.399 3.954
H: -5.679 3.475 -1.268
O: 1.276 -5.965 1.048
H: 3.122 1.038 -5.646
H: -5.999 -1.970 -0.238
H: 0.226 -2.098 -6.470

Results
HOMO ... -5.81 eV
Charge ... +1
Energy ... -42396.090 eV
Gap between HOMO and LUMO ... 2.27 eV

This record from OMol25 describes H30NO17S as an isolated structure. The level of theory is ωB97M-V/def2-TZVPD.

Geometry (Å):
O: -1.823 1.448 -2.275
H: 4.306 -0.135 -0.760
O: -1.205 -2.234 -2.735
H: -2.262 1.067 1.472
O: 1.642 2.277 -2.492
O: -3.602 2.069 -1.007
H: 2.796 0.338 -0.741
H: 3.119 -2.380 2.217
H: 0.822 1.834 -0.145
O: -1.479 -0.458 2.916
H: 1.712 1.434 -2.303
H: -0.828 -2.076 -3.506
H: -2.460 1.431 2.875
H: 2.065 -1.011 -2.037
H: -2.676 -0.383 -0.303
H: 1.012 1.016 1.852
N: -2.123 1.858 2.034
H: -2.792 1.645 -1.528
H: -1.616 0.754 -1.673
H: -4.332 2.199 -1.622
O: 0.766 2.712 -0.148
H: -0.482 -2.609 1.080
H: -3.775 0.701 -0.400
O: 2.591 -1.814 -2.391
O: -0.960 -0.429 -0.883
H: -0.758 -0.181 2.321
H: 2.149 1.664 2.093
S: 0.333 -0.382 -0.205
O: 1.329 0.076 -1.084
H: 2.344 -2.625 -1.735
H: -1.037 1.488 -2.986
H: -1.270 -1.954 2.023
O: -1.118 -2.853 1.760
O: 1.976 -3.735 -0.273
H: 1.297 2.800 0.728
H: -1.233 -1.612 -2.064
O: 0.255 0.497 0.883
O: -3.678 -0.229 -0.048
O: 2.813 -1.563 2.079
H: -1.065 -0.180 3.738
H: -1.236 2.267 1.864
O: 1.266 1.660 2.461
H: 1.160 2.670 -1.794
H: 1.458 -3.113 -0.185
O: 0.687 -1.637 0.274
H: 2.830 -3.882 0.145
H: 2.143 -1.742 1.244
O: 3.757 0.685 -0.672
H: -2.819 2.632 1.933

Results
HOMO ... -7.01 eV
Charge ... -1
Energy ... -47617.403 eV
Gap between HOMO and LUMO ... 8.79 eV

This record from OMol25 describes a 16-piece molecular cluster, H30NO18 overall. The level of theory is ωB97M-V/def2-TZVPD.

Geometry (Å):
H: 2.815 1.374 1.913
H: -1.394 -2.755 2.891
H: 4.463 -1.473 -0.156
O: -2.880 2.295 -1.542
H: 0.492 2.498 -3.375
H: 0.107 4.439 -1.245
O: 1.546 -2.776 -0.430
H: 0.332 0.320 2.495
H: -1.276 -0.618 -2.865
H: 0.881 2.205 1.283
H: -3.097 0.065 -2.021
H: -2.971 2.107 -0.634
N: 0.422 0.330 -0.253
O: -2.724 -0.769 -1.780
H: 2.248 -2.114 -0.241
H: 0.121 1.061 -3.181
O: 1.274 0.638 0.631
H: -1.205 1.346 0.518
H: 1.417 -1.783 2.410
O: -0.009 1.289 -0.915
O: 3.600 -1.138 0.164
O: -1.019 -3.386 -1.776
H: -2.302 3.078 -1.599
H: -2.233 -3.776 0.487
O: 2.304 -1.555 2.668
H: -1.029 0.952 2.521
O: -0.487 3.818 -1.685
H: -0.284 -1.655 -2.757
H: -1.717 -2.550 1.132
H: -2.539 -0.798 -0.862
H: 2.617 -1.237 1.815
H: 1.938 3.268 1.204
O: 0.043 1.769 -3.786
O: -2.306 -2.850 0.457
H: 3.889 2.107 2.792
O: -0.568 -2.293 2.653
H: -0.767 -1.336 2.601
H: 3.553 -0.302 -0.293
O: -1.794 1.601 1.221
H: -0.233 2.932 -1.308
H: -2.445 0.915 1.268
H: 0.726 -2.281 -0.474
O: 3.784 1.449 2.092
O: -0.451 0.460 3.073
O: 1.120 3.041 1.638
H: -1.471 -2.975 -1.068
O: -0.333 -0.639 -0.002
H: -1.663 -3.402 -2.446
O: -0.474 -0.874 -3.244

Results
HOMO ... -7.36 eV
Charge ... -1
Energy ... -38831.593 eV
Gap between HOMO and LUMO ... 9.58 eV

This record from OMol25 describes a 15-piece molecular cluster, H30O15 overall. The level of theory is ωB97M-V/def2-TZVPD.

Geometry (Å):
O: -2.651 -0.510 3.079
H: -2.144 -0.404 -3.914
O: 3.805 -0.428 -2.227
O: 2.364 1.832 4.243
O: -2.140 4.245 -0.435
H: 4.912 0.738 1.262
H: 1.400 1.733 1.293
H: 1.946 0.989 3.966
O: -0.243 -0.873 -3.665
H: -1.836 -3.115 1.226
H: -2.850 -4.047 1.618
H: -2.192 3.394 -0.809
H: 0.810 0.823 -0.438
H: 3.820 -1.367 -2.036
H: -1.773 4.127 0.462
O: 4.933 1.528 1.806
H: 0.317 -0.077 -3.334
H: -2.342 -2.687 -1.971
O: -2.062 -2.567 -1.043
H: 0.502 -1.304 -4.076
H: 0.685 -1.416 3.887
O: -1.515 1.001 -1.944
H: -2.168 0.293 2.866
O: 0.584 -2.018 -0.976
H: -1.069 1.179 1.433
O: 0.122 0.398 0.062
H: -2.537 -3.230 -0.597
H: -2.008 -1.111 2.730
H: -0.234 -2.523 -0.962
H: 0.970 -1.193 2.424
H: -0.640 2.107 0.225
H: 3.275 -0.046 -1.481
H: -0.024 -0.325 -0.487
H: -1.999 1.600 -2.547
H: -3.145 0.536 -3.534
O: -2.461 0.369 -4.227
O: -2.115 -3.960 0.979
H: 1.066 -2.493 -0.350
H: 3.279 1.691 4.272
H: 5.056 2.253 1.134
O: -1.327 1.545 0.521
H: -1.877 0.219 -2.149
H: 1.943 2.550 0.110
O: 1.138 2.302 0.617
O: 0.423 -1.757 2.985

Results
HOMO ... -7.86 eV
Charge ... 0
Energy ... -31194.317 eV
Gap between HOMO and LUMO ... 7.28 eV